Entry 1:
Density functional theory data (wB97M-V/def2-TZVPD) for 2 unconnected molecules or ions with the total composition C2HFN2O2.

```
8
Properties=species:S:1:pos:R:3:forces:R:3
C 0.54998 0.62079 1.75213 -1.14 -1.49 -2.94
C -0.24127 0.05907 0.62905 1.44 -1.23 -3.52
N 1.09576 1.08080 2.62339 1.33 1.03 2.01
N -1.43054 1.01621 0.56827 -0.29 1.74 0.70
O -1.28433 2.02315 -0.13599 -0.49 -2.06 0.90
O -2.27685 0.81649 1.43211 0.74 0.15 -1.67
F -0.66146 -1.20140 0.92495 0.18 1.06 -0.11
H 0.37114 -0.05025 -0.74447 -1.78 0.80 4.63
```
Forces are in eV/Å.

net charge = 0
spin multiplicity = 1
highest occupied orbital energy = -12.28 eV
molar mass = 104.0 g mol⁻¹
ΔE to the lowest compared entry with this formula, charge and spin = 5.634 eV
frontier orbital gap = 11.1 eV
LUMO = -1.195 eV

These are the natural (NBO) partial charges, in e, on atoms 1 to 6: number 1, C, carries 0.180; number 2, C, carries 0.233; number 3, N, carries -0.199; number 4, N, carries 0.475; number 5, O, carries -0.333; number 6, O, carries -0.312

Entry 2:
Density functional theory data (wB97M-V/def2-TZVPD) for C4H6F3N3O4 in the gas phase.

```
20
Properties=species:S:1:pos:R:3:forces:R:3
N 2.95276 -1.26863 -0.77233 -0.51 -2.15 1.85
N 1.90486 -0.38972 -0.85615 -0.59 1.37 -2.39
C 0.86412 -0.33266 -0.03406 0.42 1.25 2.10
O 0.82085 -0.79027 1.13048 0.52 0.06 -1.51
C -0.14705 0.69329 -0.54336 1.00 -1.32 2.17
N 0.25170 2.05749 -0.25185 0.35 1.77 -0.07
O 1.05548 2.32299 0.62498 -1.07 -1.49 -1.05
C -1.53381 0.49838 0.54697 1.77 -0.53 -4.62
O -2.49251 1.31302 0.03519 -0.63 -0.17 0.68
O -1.16794 0.81136 1.78964 -0.51 -0.18 0.03
C -1.89235 -1.01077 0.11116 -1.02 0.23 -0.32
F -1.75469 -1.87034 1.07509 0.60 -0.68 1.09
F -3.16459 -1.08411 -0.27089 -0.54 0.35 -0.17
F -1.19519 -1.47415 -0.97708 -0.13 0.29 0.70
H 3.86616 -0.88658 -0.88391 0.41 1.12 -0.14
H 2.84913 -1.50167 0.21943 0.72 -0.80 -0.12
H 1.71926 -0.05153 -1.80102 0.19 -0.25 0.46
H -0.18134 0.46404 -1.62786 -1.23 1.09 0.64
H -2.47441 2.07785 0.61177 -0.24 0.60 0.06
H -0.28046 0.42201 1.87379 0.51 -0.55 0.60
```
Forces are in eV/Å.

net charge = 0
spin multiplicity = 1
highest occupied orbital energy (alpha / beta) = -9.29 / -9.29 eV
molar mass = 217.1 g mol⁻¹
ΔE to the lowest compared entry with this formula, charge and spin = 0.391 eV
frontier orbital gap (alpha / beta) = 8.7 / 8.7 eV
LUMO (alpha / beta) = -0.546 / -0.546 eV

These are the natural (NBO) partial charges, in e, on atoms 1 to 6: number 1, N, carries -0.637; number 2, N, carries -0.410; number 3, C, carries 0.624; number 4, O, carries -0.684; number 5, C, carries -0.310; number 6, N, carries 0.126